Entry 1:
Molecular formula: C26H22IrN6O6PS2Se2
Method: DFT, ωB97M-V/def2-TZVPD

## Properties
frontier orbital gap (spin up / spin down): 0.2007 / 0.2190 Eh
2S+1: 5
highest occupied orbital energy (spin up / spin down): -5.50 / -8.70 eV
lowest unoccupied orbital energy (spin up / spin down): -0.0396 / -2.7378 eV
energy relative to the best compared isomer or geometry (same formula, charge and spin): 0.0 kJ/mol

Cartesian coordinates (Å):
Ir1 0.354 -0.938 0.060
Se1 -0.866 1.178 1.989
P1 -1.463 2.260 0.199
Se2 -0.853 1.193 -1.576
C1 -0.519 3.822 0.161
C2 0.864 3.685 0.102
C3 1.676 4.813 0.148
C4 1.121 6.075 0.259
C5 -0.262 6.224 0.256
C6 -1.087 5.103 0.273
C7 -3.295 2.199 0.199
C8 -3.863 0.920 0.113
C9 -5.241 0.777 0.163
C10 -6.072 1.898 0.267
C11 -5.496 3.154 0.310
C12 -4.100 3.319 0.294
H1 1.279 2.680 0.014
H2 2.768 4.675 0.089
H3 1.756 6.974 0.342
H4 -0.773 7.203 0.281
H5 -2.163 5.260 0.341
H6 -3.204 0.054 0.008
H7 -5.682 -0.209 0.048
H8 -7.153 1.773 0.321
H9 -6.067 4.078 0.411
H10 -3.684 4.333 0.330
N1 3.053 1.092 0.470
C13 2.884 0.158 1.425
N2 3.762 0.070 2.417
C14 3.471 -0.770 3.406
N3 4.376 -0.961 4.380
N4 2.299 -1.492 3.543
C15 1.493 -1.369 2.511
N5 1.721 -0.600 1.389
C16 0.230 -2.123 2.528
C17 -0.170 -2.972 3.560
C18 -1.389 -3.689 3.375
C19 -2.202 -3.414 2.273
C20 -1.772 -2.521 1.309
N6 -0.564 -1.945 1.447
H11 3.994 1.469 0.559
H12 2.765 0.803 -0.471
H13 5.206 -0.411 4.364
H14 4.162 -1.496 5.210
H15 0.409 -3.101 4.473
H16 -1.629 -4.473 4.100
H17 -3.212 -3.832 2.155
H18 -2.317 -2.256 0.404
O1 3.103 -2.336 -0.686
S1 2.901 -1.487 -1.822
O2 4.055 -0.756 -2.338
O3 1.739 -0.473 -1.503
C21 2.110 -2.485 -3.143
C22 2.776 -2.315 -4.356
C23 2.267 -2.828 -5.554
C24 1.055 -3.471 -5.557
C25 0.345 -3.593 -4.357
C26 0.840 -3.121 -3.151
S2 -0.362 -3.384 -1.783
O4 0.400 -3.958 -0.701
O5 -1.538 -4.117 -2.247
O6 -0.780 -1.914 -1.419
H19 3.712 -1.746 -4.335
H20 2.856 -2.703 -6.472
H21 0.618 -3.899 -6.464
H22 -0.641 -4.078 -4.340

***

Entry 2:
Molecular formula: C17H28N9O8PtS
Method: DFT, ωB97M-V/def2-TZVPD

## Properties
frontier orbital gap (spin up / spin down): 0.3346 / 0.1914 Eh
2S+1: 5
highest occupied orbital energy (spin up / spin down): -18.42 / -18.43 eV
lowest unoccupied orbital energy (spin up / spin down): -9.3105 / -13.2177 eV
energy relative to the best compared isomer or geometry (same formula, charge and spin): 0.0 kJ/mol
charge: +3

Cartesian coordinates (Å):
Pt1 1.149 0.023 1.086
N1 0.424 -1.252 2.891
N2 1.535 -1.919 3.447
C1 2.784 -1.482 3.158
N3 3.813 -1.912 3.843
N4 2.813 -0.624 2.123
N5 3.953 0.077 1.736
O1 3.719 0.893 0.860
O2 5.019 -0.167 2.226
H1 0.102 -0.526 3.538
H2 -0.324 -1.923 2.737
H3 1.372 -2.487 4.269
H4 3.707 -2.528 4.638
H5 4.744 -1.598 3.598
O3 -0.153 3.157 -1.402
C2 0.244 2.452 -0.433
O4 0.121 1.207 -0.405
C3 0.849 3.227 0.675
C4 0.646 2.718 1.956
C5 1.371 3.258 2.992
C6 2.201 4.357 2.828
C7 2.318 4.872 1.549
C8 1.678 4.327 0.452
N6 3.216 6.043 1.333
O5 3.407 6.354 0.183
O6 3.654 6.561 2.328
N7 1.306 2.562 4.294
O7 1.617 3.160 5.277
O8 0.983 1.373 4.239
H6 -0.119 1.977 2.162
H7 2.745 4.796 3.656
H8 1.855 4.741 -0.533
C9 -3.053 -3.146 0.282
C10 -3.600 -3.851 -0.959
C11 -2.600 -4.714 -1.728
C12 -1.604 -3.974 -2.618
N8 -0.551 -3.271 -1.833
C13 -0.301 -2.001 -1.584
S1 1.105 -1.838 -0.480
N9 -0.890 -0.923 -2.037
C14 -2.086 -0.831 -2.912
C15 -2.696 0.579 -2.923
C16 -2.246 1.456 -4.091
C17 -0.781 1.860 -4.096
H9 -3.859 -2.655 0.826
H10 -2.316 -2.371 0.042
H11 -2.589 -3.869 0.958
H12 -4.066 -3.126 -1.633
H13 -4.413 -4.506 -0.642
H14 -3.146 -5.379 -2.399
H15 -2.048 -5.363 -1.040
H16 -2.098 -3.278 -3.285
H17 -1.055 -4.688 -3.232
H18 0.089 -3.922 -1.393
H19 -0.528 -0.038 -1.700
H20 -2.812 -1.548 -2.533
H21 -1.798 -1.123 -3.924
H22 -2.513 1.076 -1.961
H23 -3.777 0.453 -2.992
H24 -2.870 2.350 -4.126
H25 -2.471 0.921 -5.018
H26 -0.554 2.539 -3.256
H27 -0.532 2.452 -4.975
H28 -0.087 1.016 -4.039

***

Entry 3:
Molecular formula: C33H69N2O20P3S4
Method: DFT, ωB97M-V/def2-TZVPD

## Properties
frontier orbital gap: 0.2737 Eh
highest occupied orbital energy: -7.44 eV
lowest unoccupied orbital energy: 0.0097 eV
energy relative to the best compared isomer or geometry (same formula, charge and spin): 159.3 kJ/mol
SMILES: COP(=O)(OC)OC.COP(=O)(OC)OC.COP(=O)(OC)OC.O=S1(=O)CCCC1.O=S1(=O)CCCC1.O=S1(=O)CCCC1.O=S1(=O)CCCC1.c1cc[nH]c1.c1cc[nH]c1

Cartesian coordinates (Å):
C1 -0.689 1.998 4.303
C2 -2.210 2.121 4.336
C3 -2.632 2.811 3.057
S1 -1.519 4.236 2.950
O1 -2.025 5.269 3.832
O2 -1.218 4.548 1.566
C4 -0.127 3.328 3.762
H1 -0.414 1.203 3.607
H2 -0.292 1.785 5.294
H3 -2.537 2.641 5.238
H4 -2.721 1.156 4.355
H5 -3.637 3.213 2.946
H6 -2.400 2.274 2.135
H7 0.388 3.930 4.511
H8 0.564 3.296 2.917
C5 4.960 -4.971 -1.776
C6 4.189 -6.024 -0.985
C7 3.465 -5.280 0.144
S2 2.882 -3.746 -0.610
O3 3.291 -2.623 0.217
O4 1.490 -3.881 -0.963
C8 3.961 -3.839 -2.028
H9 5.283 -5.386 -2.730
H10 5.824 -4.564 -1.253
H11 4.843 -6.813 -0.608
H12 3.474 -6.576 -1.600
H13 4.243 -4.934 0.830
H14 2.690 -5.825 0.673
H15 4.479 -2.890 -2.159
H16 3.356 -4.025 -2.914
C9 4.576 0.774 5.030
C10 5.084 -0.400 4.185
C11 4.389 -0.210 2.831
S3 2.680 0.289 3.206
O5 1.841 -0.889 3.220
O6 2.302 1.361 2.318
C12 3.042 0.847 4.906
H17 4.961 1.727 4.663
H18 4.808 0.696 6.091
H19 4.717 -1.330 4.622
H20 6.163 -0.324 4.088
H21 4.432 -0.993 2.076
H22 4.826 0.668 2.345
H23 2.525 0.244 5.650
H24 2.643 1.861 4.949
C13 1.491 -5.973 4.523
C14 1.863 -4.671 3.808
C15 0.572 -3.879 3.693
S4 -0.251 -3.989 5.303
O7 -1.677 -4.067 5.101
O8 0.284 -2.995 6.209
C16 0.561 -5.607 5.699
H25 2.366 -6.492 4.912
H26 1.008 -6.675 3.840
H27 2.303 -4.900 2.841
H28 2.553 -4.080 4.413
H29 -0.097 -4.385 2.992
H30 0.645 -2.828 3.419
H31 -0.186 -6.324 6.026
H32 1.210 -5.331 6.531
C17 -4.861 -1.284 -6.108
O9 -4.007 -0.127 -5.971
P1 -2.645 -0.277 -5.166
O10 -1.858 -1.457 -5.518
O11 -1.941 1.152 -5.403
C18 -1.990 1.775 -6.685
O12 -2.952 -0.221 -3.589
C19 -4.078 0.558 -3.147
H33 -5.047 -1.369 -7.179
H34 -5.830 -1.044 -5.673
H35 -4.397 -2.182 -5.714
H36 -1.050 2.280 -6.887
H37 -2.764 2.543 -6.742
H38 -2.178 1.059 -7.486
H39 -4.981 -0.051 -3.153
H40 -4.223 1.463 -3.735
H41 -3.842 0.841 -2.121
C20 -6.649 -1.438 3.820
O13 -5.862 -0.373 3.284
P2 -5.059 -0.541 1.924
O14 -4.352 0.666 1.466
O15 -4.088 -1.809 2.128
C21 -3.091 -1.778 3.121
O16 -6.158 -1.071 0.900
C22 -5.710 -1.673 -0.315
H42 -7.217 -1.932 3.028
H43 -7.391 -1.026 4.499
H44 -5.966 -2.147 4.286
H45 -3.435 -2.141 4.091
H46 -2.675 -0.772 3.247
H47 -2.215 -2.376 2.869
H48 -6.156 -1.163 -1.168
H49 -5.922 -2.740 -0.332
H50 -4.634 -1.553 -0.470
C23 -0.303 3.430 -4.017
O17 0.250 3.753 -5.299
P3 -0.134 5.180 -5.889
O18 -1.553 5.544 -5.864
O19 0.836 6.135 -5.060
C24 0.675 7.524 -5.173
O20 0.531 5.142 -7.318
C25 -0.159 4.550 -8.418
H51 -0.168 4.278 -3.344
H52 0.216 2.568 -3.605
H53 -1.354 3.152 -4.063
H54 1.438 7.976 -5.810
H55 0.665 8.093 -4.241
H56 -0.274 7.882 -5.591
H57 -1.226 4.756 -8.330
H58 -0.014 3.470 -8.488
H59 0.265 4.960 -9.332
N1 3.186 2.498 -0.463
C26 4.440 2.976 -0.170
C27 4.945 3.507 -1.325
C28 3.964 3.308 -2.354
C29 2.889 2.722 -1.781
H60 2.570 2.063 0.206
H61 4.756 2.925 0.859
H62 5.921 3.941 -1.468
H63 4.137 3.668 -3.355
H64 1.954 2.383 -2.191
N2 0.796 -0.776 0.101
C30 -0.358 -0.637 0.806
C31 -1.305 0.000 0.036
C32 -0.674 0.241 -1.208
C33 0.638 -0.193 -1.133
H65 1.667 -1.111 0.476
H66 -0.483 -0.896 1.845
H67 -2.350 0.196 0.216
H68 -1.173 0.731 -2.029
H69 1.426 -0.288 -1.862

***

Entry 4:
Molecular formula: C7H8Cl
Method: DFT, ωB97M-V/def2-TZVPD

## Properties
frontier orbital gap (spin up / spin down): 0.3863 / 0.2702 Eh
2S+1: 2
highest occupied orbital energy (spin up / spin down): -9.56 / -9.53 eV
lowest unoccupied orbital energy (spin up / spin down): 0.9527 / -2.1770 eV
energy relative to the best compared isomer or geometry (same formula, charge and spin): 136.7 kJ/mol

Cartesian coordinates (Å):
Cl1 0.165 2.358 -2.368
H1 -1.907 0.973 -1.066
C1 -2.111 0.138 -0.223
C2 -0.778 -0.194 0.193
C3 -0.246 -1.114 1.056
C4 1.144 -1.216 1.181
C5 2.019 -0.430 0.461
C6 1.406 0.478 -0.390
C7 0.088 0.616 -0.469
H2 -2.765 0.539 0.564
H3 -2.719 -0.672 -0.611
H4 -0.761 -1.797 1.671
H5 1.582 -1.934 1.871
H6 3.109 -0.431 0.475
H7 1.934 1.133 -1.042
H8 -0.160 1.553 -1.303

***

Entry 5:
Molecular formula: C54H135N3O15
Method: DFT, ωB97M-V/def2-TZVPD

## Properties
frontier orbital gap: 0.3277 Eh
highest occupied orbital energy: -8.25 eV
lowest unoccupied orbital energy: 0.6694 eV
SMILES: COCCNCCOC.COCCNCCOC.COCCNCCOC.CCOCC.CCOCC.CCOCC.CCOCC.CCOCC.CCOCC.CCOCC.CCOCC.CCOCC

Cartesian coordinates (Å):
C1 -1.921 -1.045 25.681
C2 -2.291 -1.406 24.212
O1 -2.452 -0.242 23.373
C3 -3.517 -0.482 22.350
C4 -3.321 -1.520 21.288
H1 -1.327 -0.147 25.707
H2 -2.745 -0.867 26.315
H3 -1.286 -1.879 26.001
H4 -1.542 -2.074 23.786
H5 -3.208 -2.006 24.267
H6 -4.461 -0.677 22.904
H7 -3.543 0.515 21.870
H8 -2.976 -2.459 21.694
H9 -2.603 -1.296 20.565
H10 -4.301 -1.616 20.856
C5 -1.069 2.194 28.837
C6 -2.408 1.637 28.534
O2 -2.933 1.043 29.697
C7 -4.264 0.594 29.432
C8 -4.866 0.034 30.704
H11 -1.064 2.638 29.881
H12 -0.320 1.371 28.867
H13 -0.656 2.929 28.164
H14 -3.022 2.489 28.262
H15 -2.341 1.001 27.688
H16 -4.766 1.440 29.015
H17 -4.105 -0.154 28.643
H18 -4.544 -0.947 30.983
H19 -5.966 -0.093 30.409
H20 -4.957 0.719 31.544
C9 -6.359 -7.005 33.189
C10 -6.417 -8.262 34.095
O3 -6.199 -9.396 33.318
C11 -6.268 -10.577 34.055
C12 -6.199 -11.722 33.098
H21 -6.819 -6.134 33.580
H22 -5.292 -6.681 32.999
H23 -6.707 -7.220 32.191
H24 -5.698 -8.137 34.836
H25 -7.391 -8.227 34.566
H26 -5.416 -10.682 34.714
H27 -7.143 -10.592 34.724
H28 -5.969 -12.698 33.536
H29 -5.363 -11.462 32.375
H30 -7.173 -11.701 32.502
C13 1.751 -7.989 31.737
C14 1.319 -6.548 31.710
O4 0.497 -6.320 32.865
C15 0.171 -4.985 33.132
C16 -0.604 -4.912 34.467
H31 2.288 -8.304 32.595
H32 0.873 -8.627 31.685
H33 2.297 -8.356 30.800
H34 2.109 -5.747 31.746
H35 0.755 -6.324 30.845
H36 1.015 -4.335 33.331
H37 -0.495 -4.606 32.331
H38 -0.931 -3.864 34.603
H39 0.052 -5.036 35.305
H40 -1.415 -5.624 34.412
C17 -7.392 -3.556 36.484
C18 -8.518 -4.436 36.905
O5 -8.879 -5.316 35.873
C19 -10.149 -5.959 36.046
C20 -10.316 -6.788 34.851
H41 -7.782 -2.923 35.746
H42 -7.199 -2.900 37.357
H43 -6.476 -4.075 36.133
H44 -8.174 -4.930 37.777
H45 -9.407 -3.890 37.199
H46 -10.044 -6.563 36.930
H47 -10.865 -5.139 36.157
H48 -11.356 -7.080 34.917
H49 -9.725 -7.663 34.900
H50 -10.186 -6.339 33.883
C21 0.655 -5.992 25.834
C22 -0.550 -5.641 24.996
O6 -1.695 -5.416 25.739
C23 -2.797 -5.253 24.958
C24 -3.872 -4.573 25.772
H51 1.533 -6.186 25.068
H52 0.917 -5.027 26.320
H53 0.342 -6.698 26.556
H54 -0.380 -4.743 24.399
H55 -0.635 -6.390 24.162
H56 -2.650 -4.568 24.058
H57 -3.110 -6.213 24.407
H58 -4.219 -5.168 26.635
H59 -4.788 -4.316 25.139
H60 -3.376 -3.659 26.146
C25 -5.266 0.660 25.818
C26 -6.386 -0.071 26.436
O7 -5.985 -1.271 27.074
C27 -7.044 -2.064 27.652
C28 -6.383 -3.159 28.447
H61 -4.395 0.817 26.404
H62 -4.869 0.145 24.925
H63 -5.550 1.611 25.397
H64 -6.896 0.606 27.223
H65 -7.172 -0.243 25.633
H66 -7.718 -1.431 28.216
H67 -7.686 -2.457 26.884
H68 -7.156 -3.869 28.809
H69 -5.938 -2.740 29.358
H70 -5.615 -3.719 27.863
C29 -0.634 -3.156 28.838
C30 -1.920 -2.360 29.035
O8 -2.722 -2.829 30.112
C31 -3.328 -4.100 30.036
C32 -4.202 -4.152 31.342
H71 -0.758 -3.792 27.920
H72 0.205 -2.620 28.445
H73 -0.327 -3.780 29.781
H74 -1.643 -1.364 29.343
H75 -2.541 -2.263 28.118
H76 -4.009 -4.190 29.202
H77 -2.602 -4.915 30.126
H78 -4.636 -5.160 31.404
H79 -4.962 -3.450 31.330
H80 -3.496 -3.911 32.146
C33 2.521 -2.578 26.391
C34 3.058 -1.539 25.467
O9 2.868 -2.017 24.151
C35 3.434 -1.127 23.201
C36 3.797 -1.851 21.927
H81 2.904 -3.625 26.094
H82 2.707 -2.402 27.448
H83 1.460 -2.569 26.288
H84 2.661 -0.532 25.618
H85 4.165 -1.398 25.723
H86 2.747 -0.281 23.027
H87 4.307 -0.632 23.564
H88 2.948 -2.427 21.634
H89 4.671 -2.513 21.984
H90 4.042 -1.053 21.185
C37 -0.673 -8.512 38.456
O10 -1.617 -8.354 37.430
C38 -1.161 -8.675 36.145
C39 -2.315 -8.355 35.207
N1 -1.928 -8.386 33.802
C40 -2.972 -7.909 32.951
C41 -2.791 -8.287 31.500
O11 -3.824 -7.640 30.826
C42 -3.646 -7.658 29.385
H91 -1.202 -8.669 39.417
H92 -0.022 -7.635 38.571
H93 -0.125 -9.408 38.297
H94 -0.764 -9.668 35.932
H95 -0.333 -7.964 35.826
H96 -2.606 -7.333 35.614
H97 -3.157 -8.999 35.387
H98 -1.050 -7.964 33.653
H99 -3.102 -6.788 32.993
H100 -3.853 -8.379 33.341
H101 -3.039 -9.308 31.380
H102 -1.784 -8.018 31.184
H103 -4.407 -7.045 28.977
H104 -3.691 -8.659 29.014
H105 -2.733 -7.233 29.115
C43 -11.478 -1.740 36.265
O12 -11.132 -2.597 35.162
C44 -10.585 -1.852 34.118
C45 -10.101 -2.870 33.115
N2 -9.611 -2.324 31.890
C46 -8.367 -2.899 31.447
C47 -8.330 -4.415 31.275
O13 -9.403 -4.760 30.439
C48 -9.594 -6.165 30.285
H106 -12.293 -1.044 35.972
H107 -10.570 -1.231 36.611
H108 -11.971 -2.364 37.068
H109 -9.753 -1.243 34.530
H110 -11.299 -1.187 33.549
H111 -10.986 -3.473 32.886
H112 -9.340 -3.441 33.606
H113 -10.248 -2.340 31.127
H114 -7.602 -2.603 32.112
H115 -8.120 -2.464 30.472
H116 -8.291 -4.841 32.297
H117 -7.359 -4.749 30.902
H118 -10.571 -6.238 29.858
H119 -9.624 -6.767 31.175
H120 -8.835 -6.619 29.750
C49 1.556 -0.767 32.527
O14 0.301 -0.639 33.139
C50 -0.736 -0.567 32.192
C51 -2.075 -0.470 32.833
N3 -2.356 -1.621 33.752
C52 -3.676 -1.521 34.319
C53 -4.058 -2.744 35.093
O15 -3.129 -3.074 36.167
C54 -3.712 -3.331 37.401
H121 1.791 0.030 31.787
H122 1.497 -1.758 31.919
H123 2.283 -0.794 33.318
H124 -0.702 -1.456 31.578
H125 -0.646 0.312 31.589
H126 -2.779 -0.625 31.999
H127 -2.150 0.531 33.221
H128 -1.646 -1.657 34.483
H129 -4.421 -1.505 33.497
H130 -3.778 -0.588 34.900
H131 -4.046 -3.651 34.442
H132 -5.047 -2.738 35.559
H133 -3.466 -2.539 38.120
H134 -3.408 -4.309 37.761
H135 -4.799 -3.283 37.264

***

Q: What is the formula in the fourth record?
A: C7H8Cl